(1)
The following is a quantum chemistry calculation of the molecule C4H8NOP in a non-equilibrium geometry, from the OMol25 dataset.

Structure (ORCA input):
```
! wB97M-V def2-TZVPD RIJCOSX def2/J DEFGRID3
* xyz 0 1
C -1.399 -0.107 1.365
C -1.867 -1.047 0.541
C -0.029 0.507 1.347
C 0.431 0.906 0.001
N 1.269 -0.185 -2.385
O 2.107 -1.469 -0.120
P 1.000 -0.752 -0.793
H -2.070 0.374 2.100
H -2.828 -1.601 0.372
H -0.122 1.245 2.083
H 0.613 -0.285 1.793
H -0.462 1.264 -0.551
H 1.293 1.563 0.075
H 0.431 0.342 -2.711
H 1.632 -0.755 -3.116
*
```

Computed properties:
Energy relative to the best compared isomer or geometry (same formula, charge and spin) in kcal per mole: 79.3
E_tot in Eh: -628.44594



(2)
The following is a quantum chemistry calculation of a cluster of 2 separate species, C4H10N2O2 in total in a non-equilibrium geometry, from the OMol25 dataset.

Structure (ORCA input):
```
! wB97M-V def2-TZVPD RIJCOSX def2/J DEFGRID3
* xyz 0 1
C -0.677 0.521 0.367
C -0.864 0.930 1.775
C -0.556 0.704 -2.052
C 0.862 -1.975 0.102
N -1.212 0.958 -0.738
N 1.321 -0.601 -0.043
O -2.400 1.530 -0.704
O 2.226 -0.277 0.955
H -0.919 2.040 1.636
H -1.702 0.623 2.465
H -0.033 0.744 2.409
H 0.247 -0.073 -1.824
H -1.382 0.173 -2.652
H -0.392 1.628 -2.456
H 0.241 -2.291 -0.722
H 1.790 -2.447 -0.092
H 0.464 -2.226 1.036
H 2.985 0.040 0.538
*
```

Computed properties:
Energy relative to the best compared isomer or geometry (same formula, charge and spin) in kcal per mole: 221.4
E_tot in Eh: -418.10806



(3)
The following is a quantum chemistry calculation of a structure of composition C30H41N9Ti, from the OMol25 dataset.

Structure (ORCA input):
```
! wB97M-V def2-TZVPD RIJCOSX def2/J DEFGRID3
* xyz 4 1
Ti 0.224 -0.066 0.886
C 4.297 -1.747 2.453
C 2.977 -1.534 1.805
N 2.228 -0.499 1.950
C 2.710 0.577 2.839
C 1.737 1.739 2.785
N 0.343 1.226 2.713
C -0.144 0.555 3.949
C -1.327 -0.281 3.537
N -0.859 -1.196 2.448
C -1.986 -1.957 1.814
C -2.248 -1.284 0.476
N -0.931 -1.102 -0.141
C -0.466 -2.076 -1.178
C -1.536 -2.828 -1.944
C 0.482 -2.994 -0.419
C 0.456 -4.335 -0.092
C 1.466 -4.826 0.724
C 2.393 -3.953 1.312
C 2.364 -2.617 0.986
N 1.483 -2.228 0.039
H 4.195 -1.759 3.544
H 4.969 -0.918 2.211
H 4.768 -2.672 2.132
H 3.700 0.914 2.523
H 2.823 0.186 3.851
H 1.908 2.345 1.893
H 1.870 2.393 3.648
H -0.255 2.034 2.566
H -0.405 1.284 4.717
H 0.649 -0.075 4.353
H -2.129 0.341 3.134
H -1.740 -0.854 4.367
H -0.234 -1.862 2.897
H -2.861 -1.968 2.463
H -1.668 -2.988 1.670
H -2.724 -0.307 0.605
H -2.915 -1.862 -0.159
H -2.271 -2.136 -2.346
H -2.040 -3.560 -1.309
H -1.086 -3.376 -2.773
H -0.319 -4.981 -0.483
H 1.504 -5.883 0.965
H 3.087 -4.313 2.062
N 0.197 -0.246 -2.793
C -1.061 0.408 -3.025
C -1.129 1.231 -4.146
C -2.368 1.736 -4.497
C -3.474 1.416 -3.716
C -3.279 0.631 -2.598
N -2.084 0.128 -2.245
C 0.566 -1.310 -2.024
C 1.514 -2.198 -2.799
C 2.837 -2.034 -2.778
C 3.447 -0.989 -1.960
C 2.807 -0.435 -0.931
N 1.479 -0.908 -0.594
H 0.847 -0.064 -3.544
H -0.253 1.439 -4.750
H -2.473 2.354 -5.380
H -4.465 1.763 -3.976
H -4.116 0.365 -1.960
H 1.046 -2.892 -3.490
H 3.472 -2.621 -3.430
H 4.438 -0.630 -2.217
H 3.186 0.398 -0.360
C -2.860 4.132 0.327
C -1.502 4.085 -0.404
C -1.679 4.267 -1.921
C -0.524 5.135 0.167
C -0.918 2.770 -0.124
N -0.454 1.751 0.163
H -3.279 5.126 0.172
H -2.750 3.987 1.404
H -3.562 3.402 -0.077
H -2.075 5.268 -2.087
H -2.386 3.546 -2.328
H -0.729 4.186 -2.450
H -0.954 6.119 -0.022
H 0.449 5.093 -0.323
H -0.397 5.031 1.247
*
```

Computed properties:
Energy relative to the best compared isomer or geometry (same formula, charge and spin) in kcal per mole: 107.2
E_tot in Eh: -2508.62830



(4)
The following is a quantum chemistry calculation of the molecule C22H26N2O5 in a non-equilibrium geometry, from the OMol25 dataset.

Structure (ORCA input):
```
! wB97M-V def2-TZVPD RIJCOSX def2/J DEFGRID3
* xyz 0 1
C 1.997 1.870 1.726
C 1.662 1.227 2.903
C 2.126 1.567 4.104
C 0.046 1.054 3.003
C -0.699 0.261 1.989
O -1.756 0.660 1.486
C 0.139 -0.686 0.974
C -0.676 -1.299 0.038
O -1.935 -1.301 -0.310
C -0.015 -2.206 -0.822
C 0.789 -1.892 -1.873
C 0.037 -0.917 -3.169
N -0.662 0.065 -2.379
C -1.884 0.361 -2.507
O -2.752 -0.565 -3.087
C -2.324 1.424 -1.706
C -3.555 1.954 -1.241
C -3.293 3.248 -0.723
C -2.294 3.759 -0.039
C -1.012 3.242 -0.187
C -1.089 1.966 -1.315
C 0.010 1.065 -1.545
O 1.146 1.247 -1.417
C 1.508 -0.938 1.288
N 1.854 -2.035 0.790
C 3.336 -2.436 0.951
C 3.474 -3.541 0.126
O 2.650 -4.866 0.252
C 1.897 -0.340 2.732
H 1.676 3.019 1.785
H 1.628 1.588 0.596
H 3.161 1.923 1.681
H 1.716 2.705 4.177
H 3.095 1.570 4.254
H 1.614 0.992 5.080
H -0.267 0.453 3.834
H -0.336 2.101 2.821
H -2.111 -0.482 0.372
H 0.453 -3.149 -0.382
H -0.844 -2.826 -1.421
H 1.553 -1.118 -1.362
H 1.273 -2.664 -2.415
H 0.827 -0.558 -3.688
H -0.771 -1.646 -3.683
H -4.362 1.793 -1.584
H -4.404 3.682 -0.209
H -2.130 4.639 0.636
H -0.074 3.471 -0.075
H 4.111 -1.815 0.814
H 3.317 -2.614 2.001
H 4.696 -3.861 0.317
H 3.649 -3.265 -1.066
H 2.739 -4.925 1.151
H 1.519 -0.884 3.592
H 3.103 -0.479 2.492
*
```

Computed properties:
Energy relative to the best compared isomer or geometry (same formula, charge and spin) in kcal per mole: 451.7
E_tot in Eh: -1339.02027
SMILES: CC1(C)CC(=O)C(=C(\O)CCCN2C(=O)c3ccccc3C2=O)/C(=N/CCO)C1



(5)
The following is a quantum chemistry calculation of the molecule C3H7N in a non-equilibrium geometry, from the OMol25 dataset.

Structure (ORCA input):
```
! wB97M-V def2-TZVPD RIJCOSX def2/J DEFGRID3
* xyz 0 1
C -1.854 -0.030 -0.163
C -0.663 -0.398 0.302
C 0.614 0.468 0.250
N 1.731 -0.398 -0.091
H -2.070 0.854 -0.727
H -2.670 -0.688 0.041
H -0.468 -1.357 0.790
H 0.806 0.887 1.265
H 0.467 1.386 -0.398
H 1.513 -0.866 -0.963
H 2.593 0.143 -0.307
*
```

Computed properties:
Energy relative to the best compared isomer or geometry (same formula, charge and spin) in kcal per mole: 12.8
E_tot in Eh: -173.22172
SMILES: C=CCN



(6)
The following is a quantum chemistry calculation of a cluster of 3 separate species, C4H14O2S in total in a non-equilibrium geometry, from the OMol25 dataset.

Structure (ORCA input):
```
! wB97M-V def2-TZVPD RIJCOSX def2/J DEFGRID3
* xyz 0 1
C -1.394 -0.446 -2.745
C 0.046 -0.751 -2.292
C 0.381 -0.049 -0.956
S -0.768 -0.608 0.332
C -1.168 0.673 1.561
H -2.167 -0.899 -2.120
H -1.692 0.599 -2.581
H -1.562 -0.732 -3.782
H 0.640 -0.163 -2.990
H 0.158 -1.823 -2.241
H 0.150 1.017 -1.050
H 1.423 -0.127 -0.649
H -2.179 1.068 1.354
H -1.382 0.371 2.589
H -0.642 1.631 1.512
O 1.523 -2.734 2.306
H 1.922 -2.588 3.173
H 0.868 -3.366 2.581
O 1.997 2.860 1.650
H 2.414 3.629 2.039
H 1.431 2.438 2.309
*
```

Computed properties:
Energy relative to the best compared isomer or geometry (same formula, charge and spin) in kcal per mole: 30.7
E_tot in Eh: -709.41670
SMILES: CCCSC.O.O